Molecular formula: C44H121N11O11
Method: DFT, wB97M-V/def2-TZVPD

Summary:
<S²>   0.750
LUMO (spin up / spin down)   1.97 / 1.92 eV
Relative energy (zero: lowest compared OMol25 entry of this formula, charge and spin)   31.4 kJ/mol
Electronic energy   -86494.1270 eV
Orbital gap (spin up / spin down)   1.24 / 8.55 eV
Charge   -1
Spin multiplicity   2

The geometry in XYZ format:
```
187
Properties=species:S:1:pos:R:3:forces:R:3:mulliken_charge:R:1
C -0.474485 0.583214 -5.171096 1.71 0.08 -0.72 -2.0759
C -0.500415 1.927424 -4.422826 -0.76 0.27 -1.54 2.3041
C -0.769595 3.166804 -5.377896 -0.24 -1.35 0.16 -1.6637
O 0.285945 3.356454 -6.318476 -0.30 0.15 0.96 -0.0729
C 0.162175 4.586804 -6.999606 0.46 -0.45 -0.03 -0.8471
N -1.544435 1.811644 -3.409166 0.08 1.14 0.00 -0.2227
H 0.389245 0.519754 -5.832936 0.32 0.19 -0.17 0.4391
H -1.287495 0.329484 -5.851336 -0.55 0.40 0.44 0.2691
H -0.297535 -0.233066 -4.470756 -0.33 0.19 0.15 0.6651
H 0.456445 2.100724 -3.930396 0.12 -0.13 -0.02 -0.2487
H -1.049045 4.063794 -4.825256 0.73 0.27 0.44 0.3308
H -1.692575 2.991244 -5.930516 -0.30 -0.47 -0.29 0.4698
H 1.074855 4.690534 -7.586436 -0.12 0.08 -0.12 0.2581
H 0.100005 5.428524 -6.309856 -0.09 0.13 0.17 0.2002
H -0.707905 4.589094 -7.656156 -0.16 0.06 -0.12 0.3230
H -2.379815 1.554744 -3.915366 -0.40 0.03 0.02 0.2619
H -1.293605 0.978054 -2.897006 -0.08 -0.46 0.66 -0.3498
C -6.702535 0.871834 0.691284 0.10 0.27 -0.33 -1.6005
C -6.101065 1.510414 -0.603506 -0.41 -0.57 0.30 1.6383
C -6.276915 0.631094 -1.878476 0.76 0.01 0.38 -1.1158
O -5.542015 -0.605406 -1.908406 -1.57 0.54 0.49 -0.4054
C -4.171615 -0.406506 -1.821726 1.51 -0.48 -0.42 -0.0347
N -6.696685 2.840134 -0.826216 0.11 0.22 0.03 -0.5185
H -6.374055 -0.141926 0.920394 0.05 -0.19 -0.63 0.3705
H -7.792245 0.889644 0.673324 -0.08 -0.05 -0.08 0.3841
H -6.379805 1.419244 1.576884 -0.06 0.46 -0.14 0.2792
H -5.052955 1.656284 -0.342206 0.16 0.15 -0.48 -0.5645
H -5.996265 1.144844 -2.797936 0.32 0.68 0.11 0.3859
H -7.353965 0.507484 -1.991566 -0.07 -0.89 0.11 0.4264
H -3.649185 -1.290616 -2.187136 -0.28 -0.36 0.11 0.0587
H -3.760555 -0.226256 -0.828426 -0.43 0.14 0.22 0.0562
H -3.769675 0.358204 -2.486376 -0.36 0.58 -0.07 0.1628
H -6.141575 3.393814 -1.462916 0.62 0.03 0.06 0.2189
H -7.575815 2.830244 -1.323346 -0.49 -0.62 0.22 0.2926
C 1.384955 -4.525656 -5.091536 1.53 0.29 0.53 -3.2155
C 1.086375 -3.360786 -4.111726 0.73 0.87 -2.06 6.3897
C 2.062535 -2.124936 -4.283046 0.23 -0.86 1.29 -2.8202
O 1.911945 -1.238456 -3.140856 0.73 -0.33 -0.26 0.6597
C 2.903005 -0.176086 -3.106506 -1.25 -0.68 -0.40 -1.7965
N -0.238065 -2.957766 -4.496366 -1.37 0.41 1.07 -1.5629
H 2.448025 -4.760956 -5.040456 0.26 -0.05 -0.17 0.2782
H 1.186095 -4.242816 -6.125236 -0.11 0.17 0.05 0.7560
H 0.904625 -5.488166 -4.915586 -0.53 0.29 0.38 0.1548
H 1.185535 -3.623976 -3.058636 -0.34 -0.24 0.02 -1.3409
H 1.921805 -1.505346 -5.168716 -0.13 -0.44 -0.41 0.4756
H 3.054615 -2.575826 -4.259016 0.50 0.38 -0.16 0.0489
H 3.918735 -0.566456 -3.169786 0.01 -0.05 0.15 0.3625
H 2.720105 0.383574 -2.189206 0.21 -0.09 0.07 0.2426
H 2.708745 0.485454 -3.950736 0.20 0.17 -0.18 0.2396
H -0.439785 -2.097956 -4.006336 -0.42 0.26 0.13 -0.4359
H -0.245215 -2.698846 -5.472586 0.04 -0.17 -0.25 0.7645
C 0.138875 -4.662286 4.283244 0.97 -0.17 0.44 -1.1174
C -0.916595 -4.163366 5.240074 -0.24 1.36 -0.77 0.7819
C -1.684625 -2.988916 4.592714 0.65 0.74 0.33 -1.0526
O -0.817975 -1.819916 4.473644 -0.85 -0.62 -0.95 -0.2536
C -1.419795 -0.809696 3.645904 0.05 0.12 0.20 -0.4231
N -1.845645 -5.195516 5.444654 -2.64 -1.61 0.64 -0.7467
H 0.495715 -3.810696 3.703954 0.57 -0.29 0.03 -0.1984
H -0.160035 -5.472186 3.617804 -0.93 0.45 -0.20 0.4884
H 0.903965 -5.209226 4.834234 0.66 0.59 0.12 0.4297
H -0.627305 -3.767046 6.213384 1.20 0.14 -0.07 0.2657
H -2.515865 -2.693776 5.233044 -0.28 -0.07 0.18 0.4580
H -2.105985 -3.309536 3.639944 0.18 0.10 -0.32 0.3333
H -1.766885 -1.141066 2.667214 0.10 -0.64 -0.01 0.2481
H -0.721395 -0.002766 3.424054 0.38 -0.23 0.33 -0.2073
H -2.283185 -0.346756 4.123754 -0.17 -0.08 0.33 0.5285
H -1.575555 -5.969736 6.034354 0.91 -0.13 -0.24 0.2434
H -2.628455 -4.850306 5.981444 -0.47 0.31 -0.12 0.2442
C 2.696895 -3.789336 1.212014 0.16 -0.12 -1.23 -0.4654
C 3.908775 -4.728516 1.164524 -0.47 -0.94 0.77 0.6147
C 4.284995 -5.205916 -0.215356 -0.27 0.67 -0.73 -1.2296
O 3.114135 -5.687016 -0.840646 -0.09 0.14 -1.86 0.0325
C 3.230565 -5.757716 -2.286516 -0.10 -0.14 0.25 -1.2915
N 5.061255 -4.125606 1.806534 0.06 0.71 0.20 -0.6396
H 1.841815 -4.241286 0.709344 0.09 -0.33 0.09 0.0749
H 2.922005 -2.926076 0.585744 0.04 0.44 0.30 0.1682
H 2.343945 -3.513526 2.205724 0.51 0.04 0.09 -0.0145
H 3.578645 -5.626706 1.686424 -0.04 -0.37 0.33 0.1981
H 5.067915 -5.964036 -0.234836 0.11 -0.36 0.45 0.3637
H 4.722775 -4.374946 -0.768456 -0.15 0.38 -0.22 0.3927
H 3.637905 -4.888506 -2.802896 0.42 0.58 0.67 0.3919
H 2.261105 -5.839466 -2.778016 -0.30 -0.43 0.63 0.0666
H 3.851235 -6.590006 -2.618426 0.03 -0.27 0.23 0.5131
H 5.783805 -4.772066 2.089594 -0.07 -0.38 -0.25 0.3448
H 4.724425 -3.697716 2.657154 0.04 0.23 0.14 0.2602
C -1.134555 -4.292726 0.501454 0.32 0.07 -1.06 -1.5445
C -0.613225 -4.228366 -0.991346 -2.54 -0.93 0.96 1.1753
C -0.870975 -5.565156 -1.714956 1.72 -0.20 1.60 -1.1151
O -2.162595 -6.041066 -1.454306 -0.92 -0.60 -0.53 -0.1980
C -2.470405 -7.078486 -2.381936 -0.42 0.09 -0.53 -1.2200
N -1.461415 -3.280606 -1.688356 0.02 0.86 -0.17 -0.6726
H -2.217815 -4.204466 0.584224 -0.14 -0.27 -0.51 0.6375
H -0.795165 -3.410646 1.044464 0.54 -0.25 0.25 0.1305
H -0.864555 -5.255036 0.936364 0.27 0.28 0.38 0.2803
H 0.439935 -3.947486 -0.983086 -0.02 -0.03 -0.31 -0.2644
H -0.172575 -6.272196 -1.267266 0.42 -0.49 -0.34 0.5055
H -0.679835 -5.462146 -2.783116 0.03 0.05 -0.16 0.3644
H -1.916945 -8.010196 -2.264886 0.67 0.19 0.27 0.3094
H -2.327615 -6.695766 -3.392496 0.26 -0.09 -0.20 0.3384
H -3.503895 -7.424846 -2.375076 -0.28 0.62 0.69 0.3379
H -2.413545 -3.608526 -1.610776 -0.26 -0.08 0.29 0.3663
H -1.271655 -3.397716 -2.673426 0.09 0.31 -0.52 0.0886
C 0.431845 3.685184 2.094324 1.74 0.56 -0.04 -0.5480
C 2.004125 3.656174 1.901854 -0.51 0.05 -1.86 0.3575
C 2.747235 3.135854 3.164984 -0.89 -1.50 -1.78 0.0547
O 2.655405 4.016104 4.207664 0.13 1.14 0.48 -0.3527
C 2.579595 3.500484 5.507434 -0.95 0.51 -0.04 -0.6780
N 2.321205 2.876914 0.663854 0.34 -0.55 1.85 -0.4682
H 0.091245 2.669174 2.293874 -0.11 0.13 0.68 -0.1985
H -0.100575 3.970484 1.187004 0.39 0.14 -0.23 -0.2099
H 0.251485 4.476594 2.821814 -0.63 -0.50 0.50 0.4732
H 2.365815 4.632024 1.577824 -0.12 0.52 0.88 0.3785
H 3.755945 2.761074 2.991374 0.46 0.55 -0.46 0.5512
H 2.217935 2.205744 3.371984 -0.39 -0.29 0.49 -0.6018
H 1.965575 2.600394 5.537594 0.12 -0.35 -0.04 0.2746
H 2.001735 4.264604 6.027334 0.24 -0.05 0.50 0.2655
H 3.534735 3.342644 6.008334 0.22 -0.07 -0.17 0.2579
H 1.778955 3.218754 -0.116666 0.16 0.41 -0.21 0.3464
H 1.920775 1.969214 0.853134 0.28 -0.45 -0.25 0.0647
C 6.289235 -0.752936 3.695364 -1.41 0.23 -0.43 -1.2148
C 6.014505 -1.367566 5.128004 0.27 0.90 -2.08 0.7035
C 5.478975 -2.796366 5.051144 -1.03 -0.17 -1.48 -1.0889
O 4.156875 -2.888266 4.417294 0.84 0.22 1.44 -0.2025
C 3.139945 -2.339606 5.259534 0.62 0.02 -0.23 -0.3595
N 7.301195 -1.351126 5.780154 0.35 -0.75 0.67 -0.7934
H 5.426085 -0.639526 3.039454 -0.54 -0.38 0.19 0.0246
H 6.985515 -1.294996 3.055464 0.22 -0.54 0.49 0.3648
H 6.652385 0.274774 3.689074 0.26 0.08 0.75 0.4700
H 5.338155 -0.722846 5.689234 -0.21 -0.06 -0.07 0.2533
H 5.508225 -3.303956 6.015304 -0.25 0.15 0.21 0.3584
H 6.035825 -3.411706 4.344484 0.69 0.19 0.17 0.3472
H 3.508935 -2.296036 6.284254 -0.16 -0.06 0.20 0.6188
H 2.257655 -2.978376 5.219254 -0.06 0.24 -0.15 -0.2518
H 2.958375 -1.315506 4.933414 -0.47 0.00 0.11 0.0231
H 7.654335 -0.405586 5.743384 0.08 0.16 0.15 0.3083
H 7.861425 -1.853036 5.106114 0.78 -0.19 0.24 0.3540
C -6.046695 4.562724 3.215604 0.31 0.27 -0.64 -1.3534
C -5.501045 5.439154 1.995744 -0.83 -1.44 0.13 0.2876
C -4.506835 4.703524 1.054254 0.89 0.09 0.75 0.2478
O -3.812815 5.494804 0.033054 -0.79 -0.59 1.79 -0.4484
C -2.587515 4.919134 -0.367256 0.39 0.97 -1.82 -0.3482
N -6.694275 5.825404 1.266334 -0.40 1.16 -0.23 -0.8267
H -6.578495 5.226714 3.897064 0.13 0.23 -0.08 0.3464
H -5.317425 4.016254 3.813634 0.38 0.16 -0.23 0.3763
H -6.804865 3.835724 2.924474 0.11 -0.08 -0.48 0.2774
H -5.077625 6.313004 2.490924 0.32 0.15 -0.47 0.3501
H -5.022005 3.897544 0.531664 -0.15 -0.05 0.22 -0.3825
H -3.760375 4.283834 1.728614 0.37 -0.27 -0.12 0.3304
H -2.592235 3.890014 -0.726386 -0.54 -0.33 0.34 0.2156
H -1.674855 5.077914 0.207134 -0.48 0.03 1.09 0.2377
H -2.363395 5.511544 -1.254346 0.16 -0.09 -0.34 0.0775
H -6.418995 6.380134 0.468454 0.03 0.31 -0.11 0.3336
H -7.187355 5.043824 0.858794 0.19 -0.51 0.20 0.2445
C 2.457075 5.893644 -1.224816 -0.38 0.37 -0.91 -1.6531
C 1.099465 5.263124 -1.598326 0.86 -0.40 -0.92 1.1782
C 0.314035 5.936764 -2.787756 0.38 -1.21 2.06 -0.4688
O -0.164775 7.134604 -2.292736 -0.28 1.88 -0.20 -0.3461
C -1.027105 7.823044 -3.180856 0.10 0.16 -0.19 -0.8964
N 1.372075 3.863594 -1.912386 -0.57 -0.89 -0.55 -0.4512
H 2.272275 6.966784 -1.176816 0.43 0.11 0.29 0.3590
H 3.215375 5.687044 -1.980076 -0.13 0.16 -0.43 0.4130
H 2.926955 5.494394 -0.325976 -0.59 0.06 0.24 0.2849
H 0.522275 5.332984 -0.676336 -0.53 -0.20 -0.21 -0.3165
H -0.551745 5.308884 -2.998186 -0.03 -0.47 -0.25 0.0938
H 0.950595 5.974564 -3.671756 0.14 0.43 -0.25 0.4831
H -1.995755 7.334184 -3.284876 -0.08 -0.34 -0.01 0.2635
H -0.580505 7.933884 -4.168966 0.13 -0.22 -0.23 0.3351
H -1.231405 8.843104 -2.855536 0.24 -0.12 0.52 0.3191
H 1.903865 3.720914 -2.759106 1.05 0.72 -0.02 0.3428
H 0.568755 3.345734 -2.238876 -1.08 0.10 0.65 -0.1630
C -1.412545 0.528814 0.218814 0.80 1.01 0.87 -1.6797
C -0.088765 0.203024 -0.478736 -2.12 -0.50 -0.92 1.9003
C 0.930935 -0.556466 0.356824 0.36 1.42 -1.84 -0.4057
O 1.364225 0.276384 1.406724 -0.01 -2.14 3.13 0.5347
C 2.072645 -0.519976 2.417264 0.93 -0.02 -0.45 -0.4048
N -0.512775 -0.577736 -1.641276 0.71 0.28 -0.63 1.3432
H -1.228145 1.140424 1.102004 0.05 -0.22 0.44 0.0325
H -1.947495 -0.376736 0.505004 -0.04 -0.01 -0.09 0.2511
H -2.031275 1.195994 -0.381296 -0.04 -0.39 -0.44 -0.0362
H 0.281745 1.102124 -0.971126 0.59 0.38 0.75 -0.5007
H 1.803595 -0.645206 -0.290236 0.20 -0.61 -0.28 0.0850
H 0.545125 -1.561956 0.524864 -0.05 -0.03 0.96 0.0570
H 2.890335 -1.088136 1.973774 0.32 0.39 -0.53 0.2239
H 1.603835 -1.336146 2.966974 -1.53 0.22 -0.36 -0.1120
H 2.524175 0.062084 3.220654 -0.24 0.75 -0.45 0.1846
H -0.984815 -1.451646 -1.458106 -0.35 -0.28 0.56 -0.2928
H 0.320295 -0.848156 -2.144246 0.22 -0.07 -0.40 -0.4032
```
Forces are in eV/Å.